Record 1
The following is a DFT calculation (wB97M-V/def2-TZVPD) of a structure of composition C33H52As3BN11O7Sn.

Calculated values
Kohn-Sham gap (alpha / beta) in eV: 8.4073 / 5.5194
2S+1: 2
Energy relative to the best compared isomer or geometry (same formula, charge and spin) in kcal/mol: 10.8

Element x y z (Å)
Sn (1.6513, 0.0265, -0.1028)
C (4.2839, 2.4178, -0.8401)
C (3.5431, 2.7242, 0.4189)
C (3.4217, 3.9372, 1.1101)
C (2.6314, 3.6443, 2.2006)
N (2.3243, 2.3364, 2.1710)
N (2.8768, 1.7731, 1.0684)
B (1.4377, 1.4920, 3.1356)
N (-0.0060, 1.4753, 2.5670)
C (-1.1408, 2.0178, 3.0377)
C (-2.1059, 1.9178, 2.0556)
C (-1.4616, 1.2894, 0.9825)
C (-2.0060, 0.9323, -0.3633)
N (-0.1996, 1.0273, 1.3042)
N (2.0162, 0.0612, 3.2142)
C (2.6234, -0.4858, 4.2802)
C (3.0501, -1.7471, 3.9407)
C (2.6633, -1.9128, 2.6049)
C (2.9053, -3.0911, 1.7255)
N (2.0201, -0.8220, 2.1827)
N (1.4955, 2.0974, 4.5293)
C (2.5750, 2.6497, 5.1398)
C (2.3049, 2.7364, 6.4801)
C (1.0132, 2.1819, 6.6194)
C (0.2141, 1.9933, 7.8676)
N (0.5440, 1.7903, 5.4488)
H (5.3031, 2.7991, -0.7845)
H (4.3338, 1.3410, -1.0111)
H (3.8023, 2.8819, -1.7020)
H (3.8589, 4.8868, 0.8537)
H (2.2769, 4.2794, 2.9950)
H (-1.1841, 2.4173, 4.0350)
H (-3.1265, 2.2559, 2.1056)
H (-2.8895, 1.5306, -0.5857)
H (-1.2534, 1.1074, -1.1350)
H (-2.2955, -0.1214, -0.4018)
H (2.7049, 0.0446, 5.2138)
H (3.5733, -2.4508, 4.5639)
H (3.9149, -3.0574, 1.3145)
H (2.8005, -4.0147, 2.2957)
H (2.2170, -3.1041, 0.8848)
H (3.4588, 2.9177, 4.5874)
H (2.9371, 3.1432, 7.2503)
H (0.3720, 2.8190, 8.5607)
H (-0.8460, 1.9292, 7.6301)
H (0.5015, 1.0714, 8.3761)
C (-1.3658, -2.1158, 1.8745)
As (-0.8816, -2.5861, 0.0366)
C (-0.2208, -4.3939, 0.3962)
C (-2.6971, -2.9803, -0.6056)
C (-2.8011, -3.2879, -2.1046)
C (-1.9433, -4.5094, -2.4566)
C (-2.3628, -2.0918, -2.9501)
As (-0.4732, -1.5067, -3.0713)
C (0.5662, -2.7915, -4.0626)
C (-0.8296, -0.1568, -4.4235)
C (-4.2579, -3.6526, -2.4623)
As (-5.8900, -2.5245, -2.3447)
C (-5.8335, -1.7424, -0.5414)
C (-5.4321, -0.8840, -3.3286)
H (-1.9544, -2.9219, 2.3143)
H (-1.9331, -1.1866, 1.8992)
H (-0.4483, -1.9721, 2.4442)
H (-1.0555, -5.0922, 0.4527)
H (0.2964, -4.3775, 1.3538)
H (0.4811, -4.7054, -0.3735)
H (-3.3007, -2.1047, -0.3682)
H (-3.0975, -3.8155, -0.0227)
H (-0.8895, -4.3418, -2.2293)
H (-2.0220, -4.7412, -3.5209)
H (-2.2702, -5.3865, -1.8955)
H (-2.8668, -1.1833, -2.6171)
H (-2.6388, -2.2548, -3.9973)
H (-0.0599, -3.1686, -4.8730)
H (0.9324, -3.5878, -3.4251)
H (1.4181, -2.2351, -4.4506)
H (-1.4355, -0.6391, -5.1925)
H (0.1027, 0.1852, -4.8609)
H (-1.3794, 0.6833, -4.0022)
H (-4.5353, -4.5310, -1.8691)
H (-4.2863, -3.9910, -3.5045)
H (-5.6895, -2.5181, 0.2095)
H (-6.8032, -1.2769, -0.3659)
H (-5.0614, -0.9813, -0.4318)
H (-5.0670, -1.1259, -4.3262)
H (-4.6999, -0.2666, -2.8107)
H (-6.3514, -0.3088, -3.4366)
C (-0.0983, 4.2452, -0.1543)
C (0.5215, 3.6841, -1.3841)
N (0.8559, 2.4264, -1.5920)
C (1.3491, 2.3631, -2.8751)
C (1.3006, 3.6096, -3.4487)
N (0.7877, 4.4279, -2.4788)
C (1.6628, 4.2322, -4.7518)
O (2.1560, 3.4493, -5.6777)
O (1.4657, 5.4188, -4.9012)
C (1.8129, 1.0749, -3.4779)
O (2.3030, 1.1104, -4.6237)
O (1.6270, 0.0297, -2.7959)
H (0.0960, 3.5850, 0.6856)
H (-1.1799, 4.3363, -0.2741)
H (0.3051, 5.2330, 0.0673)
H (0.6367, 5.4144, -2.6293)
H (2.1536, 2.4816, -5.3632)
O (3.6525, -1.4429, -0.8835)
N (3.0561, -2.3188, -1.5589)
O (3.6153, -2.9385, -2.4407)
O (1.8230, -2.4913, -1.3236)



Record 2
The following is a DFT calculation (wB97M-V/def2-TZVPD) of a cluster of 8 separate species, C33H52BN7O in total at a distorted geometry.

Calculated values
Kohn-Sham gap in eV: 2.6623
Energy relative to the best compared isomer or geometry (same formula, charge and spin) in kcal/mol: 0.0

Element x y z (Å)
C (-0.6921, 2.6426, -3.4176)
C (-2.1971, 2.5256, -3.2516)
C (-2.5391, 1.0006, -2.7806)
C (-4.0011, 0.9146, -2.3626)
C (-4.2371, 1.7566, -1.0626)
C (-3.8331, 3.1986, -1.2416)
N (-2.5381, 3.3456, -2.0476)
O (-1.9601, 4.4546, -1.8986)
C (-3.6111, 3.6766, 0.2544)
C (-5.0111, 4.0056, -1.8726)
C (-2.9001, 2.8266, -4.5526)
H (-0.1491, 2.2106, -2.5546)
H (-0.4491, 3.6086, -3.6646)
H (-0.3321, 2.0636, -4.2836)
H (-1.9151, 0.5986, -1.9586)
H (-2.5421, 0.3846, -3.6076)
H (-4.2001, -0.0324, -1.8826)
H (-4.7901, 0.9086, -3.0166)
H (-3.6131, 1.2956, -0.2186)
H (-5.2081, 1.5906, -0.6826)
H (-3.5531, 4.7206, 0.4724)
H (-2.5401, 3.4536, 0.7794)
H (-4.5401, 3.1436, 0.8254)
H (-5.4661, 3.4656, -2.5906)
H (-4.6491, 4.9256, -2.3246)
H (-5.7821, 4.0886, -1.1486)
H (-4.0191, 2.7766, -4.3026)
H (-2.7851, 2.2806, -5.5756)
H (-2.7951, 3.8966, -4.6116)
B (0.3259, 0.6006, 0.1294)
H (-0.1421, 1.6166, -0.2296)
H (-0.5201, -0.3244, 0.0854)
H (1.1949, 0.3516, -0.5156)
H (0.8389, 0.5886, 1.4334)
N (6.3129, -2.3484, 2.0404)
C (5.0179, -2.1124, 1.9434)
C (4.5989, -1.0534, 0.8374)
C (5.9089, -0.8204, 0.1244)
C (6.9879, -1.6984, 0.9704)
H (6.7599, -2.9654, 2.5884)
H (4.3149, -2.4184, 2.7734)
H (3.6139, -0.6084, 0.6944)
H (5.9359, -0.3124, -0.7756)
H (8.0749, -1.7174, 0.7444)
N (3.5779, -3.3804, -1.2706)
C (2.5299, -2.9144, -2.0196)
C (1.8159, -4.0924, -2.5916)
C (2.6939, -5.2194, -2.3356)
C (3.8149, -4.7274, -1.4496)
H (4.2159, -2.9074, -0.7066)
H (2.2579, -1.8004, -1.9196)
H (0.8919, -4.1784, -3.1256)
H (2.5509, -6.1584, -2.6806)
H (4.4969, -5.4744, -0.9116)
N (0.1439, -2.5674, 1.9984)
C (0.7429, -3.7074, 1.4154)
C (0.2889, -5.0014, 2.0254)
C (-0.8251, -4.5694, 3.0134)
C (-0.8671, -3.0054, 2.8864)
H (0.3669, -1.5664, 1.8124)
H (1.3459, -3.6094, 0.5924)
H (0.5229, -5.9854, 1.5454)
H (-1.5161, -5.2744, 3.5294)
H (-1.2491, -2.2044, 3.3334)
N (2.7189, 3.1586, 0.7514)
C (3.8889, 2.6066, 0.4484)
C (4.9579, 3.5556, 0.7364)
C (4.2519, 4.7846, 1.1214)
C (2.7889, 4.4286, 1.1724)
H (1.8389, 2.6146, 0.7454)
H (3.8549, 1.4446, -0.0566)
H (5.9479, 3.6266, 0.5514)
H (4.7639, 5.6806, 1.2934)
H (1.9539, 4.9326, 1.4294)
N (-1.8781, -3.5104, -0.0926)
C (-3.0361, -4.2644, 0.3534)
C (-4.0271, -4.2014, -0.7056)
C (-3.4211, -3.5314, -1.8586)
C (-2.0721, -2.9254, -1.3686)
H (-1.0761, -3.3204, 0.6534)
H (-3.0461, -4.7754, 1.1714)
H (-4.8231, -4.8344, -0.8486)
H (-3.7191, -3.5494, -2.8676)
H (-1.2291, -2.0914, -1.6986)
N (0.8309, 1.7946, 4.7124)
C (0.2399, 1.0546, 5.7984)
C (-1.2861, 1.1156, 5.5504)
C (-1.4041, 1.7736, 4.1864)
C (-0.0201, 2.1616, 3.7364)
H (1.9149, 1.9686, 4.5044)
H (0.9219, 0.6276, 6.4954)
H (-2.1241, 0.8036, 6.0354)
H (-2.2731, 1.9836, 3.7724)
H (0.3899, 2.7276, 2.8724)



The E_tot results, record by record, are as follows: -254812.834; -48197.872 eV.